Formula: C21H47Cl6N5O5
Source: the Open Molecules 2025 dataset
Level of theory: the ωB97M-V functional and the def2-TZVPD basis

```
84
Properties=species:S:1:pos:R:3:forces:R:3:mulliken_charge:R:1
C 11.433640 8.519965 10.234410 -1.039 -0.314 0.019 -0.99
N 12.799610 8.118655 10.095190 -1.176 1.983 -1.362 0.22
C 13.561070 8.865305 9.105700 1.349 -0.687 1.142 -0.64
C 13.256430 7.194715 10.907560 1.562 -1.635 0.237 0.29
O 14.394650 6.741695 10.892260 -0.337 0.218 0.329 -0.65
H 10.871380 7.670055 10.621200 -0.140 0.083 -0.383 0.51
H 11.060730 8.796155 9.248120 -0.199 0.033 0.046 0.24
H 11.250690 9.326325 10.944630 0.399 0.333 -0.172 0.10
H 14.546920 8.401585 9.139620 0.087 -0.031 -0.479 0.34
H 13.140900 8.848515 8.100080 -0.165 -0.075 0.227 0.28
H 13.727960 9.881315 9.463420 -0.364 0.165 -0.292 0.12
H 12.455700 6.814435 11.560570 0.247 -0.086 0.174 0.14
C 12.737910 9.751845 15.404620 -0.652 -0.542 0.182 -0.81
N 14.175410 9.829925 15.390220 -1.699 0.428 -0.816 0.20
C 14.710500 10.079675 14.021950 0.479 -0.848 1.122 -0.90
C 14.881390 9.791485 16.543520 2.838 1.131 -2.559 0.26
O 16.087020 10.067735 16.437340 -1.007 -0.640 1.665 -0.65
H 12.371010 8.881185 14.861080 0.097 -0.431 0.136 0.35
H 12.185980 10.555795 14.917660 0.636 0.574 0.043 0.01
H 12.388210 9.717965 16.436440 -0.097 -0.137 -0.026 0.33
H 14.421210 11.042995 13.601930 -0.082 0.110 0.366 0.21
H 15.794100 9.961835 14.017360 -0.114 0.222 0.187 0.33
H 14.310590 9.288455 13.387800 -0.159 0.024 -0.115 0.31
H 14.361390 9.509915 17.472240 -0.063 0.110 -0.240 0.31
C 13.376840 19.460565 15.120340 -0.442 -1.815 -0.580 -0.97
N 13.385280 18.248385 14.228610 0.019 0.883 0.006 0.08
C 13.602430 18.540175 12.813510 0.746 0.049 0.245 -0.82
C 13.254350 16.990245 14.715460 -0.619 1.623 -0.319 0.09
O 13.063410 16.015785 14.025770 0.327 -0.646 0.310 -0.55
H 12.770960 19.227265 15.995880 0.106 -0.013 0.074 0.36
H 12.828810 20.225085 14.569640 0.476 0.268 0.140 0.33
H 14.384630 19.714585 15.448890 -0.079 0.397 -0.281 0.31
H 14.579190 19.022555 12.776840 -0.019 0.448 -0.288 0.35
H 13.723780 17.677255 12.158730 -0.462 -0.276 0.509 0.17
H 12.840010 19.206485 12.409970 -0.029 -0.035 0.046 0.31
H 13.257970 17.081875 15.812640 -0.036 -0.851 0.214 0.33
C 7.629100 12.981625 11.432400 -0.011 0.920 -0.273 -0.77
N 7.295380 14.240365 10.639220 1.488 -0.252 0.825 0.24
C 5.979620 14.861475 10.689180 -0.412 -2.042 0.264 -0.93
C 8.257440 14.924355 9.974720 1.922 -2.062 0.198 0.01
O 9.431120 14.509955 9.813070 -2.391 1.360 0.090 -0.51
H 7.415320 13.041295 12.499570 -0.813 0.560 -0.060 0.30
H 8.701690 12.802525 11.507080 0.106 0.338 -0.921 0.12
H 7.145200 12.090925 11.031680 -0.101 0.182 -0.221 0.31
H 5.362340 14.213605 10.066820 -0.596 0.239 -0.011 0.36
H 5.625780 14.743165 11.713340 -0.263 0.605 -0.020 0.27
H 5.913700 15.871235 10.284020 0.392 -0.078 0.350 0.34
H 7.800650 15.848285 9.587530 0.748 0.172 -0.291 0.26
C 14.581500 13.617505 10.117810 0.657 -0.422 -0.139 -1.08
N 13.456700 13.260845 10.942190 -0.178 -0.130 1.117 0.41
C 12.524690 14.367955 11.342560 -0.142 -1.052 -1.295 -0.54
C 13.211690 11.938125 11.195110 -1.342 1.538 0.572 -0.40
O 12.145460 11.521865 11.665090 1.269 -0.029 -0.359 -0.42
H 15.144590 14.447375 10.544840 -0.196 0.184 -0.197 0.32
H 14.318280 13.761205 9.069870 -0.343 0.645 0.004 0.35
H 15.285620 12.789835 10.032430 0.018 -0.235 0.419 0.35
H 11.695690 13.980225 11.934610 0.155 -0.211 -0.229 0.06
H 12.932520 15.219615 11.887030 0.717 -0.485 -0.027 0.02
H 12.156240 14.703455 10.373140 -0.519 0.418 0.210 0.43
H 14.102340 11.333245 10.964750 -0.293 -0.292 -0.058 0.44
Cl 10.190160 7.181335 12.965280 -0.090 0.226 0.208 -0.20
C 8.881830 8.417145 12.723490 -0.118 -1.686 1.499 -0.74
C 9.295450 9.809965 13.092910 -0.307 0.273 -0.946 0.74
Cl 9.543080 9.933025 14.872910 -0.086 0.117 -0.699 -0.16
H 8.188600 8.115125 13.508540 -0.301 -0.024 -0.228 0.45
H 8.413820 8.134305 11.780580 0.299 0.924 -0.233 0.46
H 8.451490 10.443105 12.819130 -0.049 0.191 0.306 -0.03
H 10.141520 10.176735 12.511760 0.327 0.006 0.548 -0.46
Cl 12.122420 13.017485 16.886310 0.027 -0.193 0.419 -0.19
C 10.978590 13.895315 15.830930 1.716 0.174 -0.625 0.16
C 9.596540 13.608755 16.219590 -1.145 -0.269 1.379 -0.37
Cl 8.394260 14.130195 15.057700 -0.471 0.370 -1.076 -0.20
H 11.259770 13.554315 14.834560 -0.290 0.378 -0.069 -0.15
H 11.223470 14.942945 16.005920 -0.073 -0.075 -0.559 0.18
H 9.362600 14.229175 17.084720 0.018 -0.551 0.328 0.36
H 9.388140 12.554215 16.400210 0.258 0.139 0.127 0.24
Cl 12.342430 11.631375 7.122520 -0.606 0.315 -0.185 -0.22
C 10.744460 12.016955 7.858260 -0.809 0.350 0.824 0.56
C 9.603810 12.478405 6.901410 1.458 0.200 0.007 -0.37
Cl 9.067100 11.170315 5.824080 -0.112 -0.028 0.035 -0.22
H 10.906540 12.777785 8.621790 0.114 0.440 -0.386 -0.36
H 10.515240 11.160875 8.492820 -0.396 -0.275 -0.546 0.06
H 9.984670 13.288195 6.279080 0.270 -0.240 -0.218 0.39
H 8.741610 12.959145 7.363580 0.104 -0.650 0.638 0.17
```
Positions in Å, forces in eV/Å.

Its multiplicity is 1. For the gap between HOMO and LUMO, the calculation gives 8.739 eV. The molar mass is 662.4 g/mol. As for the energy: -115360.890 eV.